Formula: C4H7NO
Source: OMol25
Level of theory: the ωB97M-V functional and the def2-TZVPD basis

**2S+1**: 1
**SMILES string**: N#CCCCO
**Charge**: 0
**Lowest unoccupied orbital energy**: 0.857 eV

Last column: natural (NBO) charge in e.
Cartesian coordinates (Å):
O -0.482 -0.687 1.731  -0.728
N -1.377 -0.967 -2.060  -0.343
C -0.328 -0.728 -1.635  0.294
C -0.664 0.443 0.897  -0.073
C 0.637 0.689 0.147  -0.402
C 0.919 -0.360 -0.955  -0.516
H 0.607 1.690 -0.297  0.214
H -0.940 1.337 1.475  0.166
H 1.355 -1.270 -0.533  0.257
H -1.468 0.265 0.171  0.182
H -1.350 -1.055 1.930  0.476
H 1.466 0.668 0.862  0.224
H 1.627 0.030 -1.695  0.250

Forces on the atoms, in the same order (eV/Å):
O -0.2 -0.2 0.1
N 1.1 0.2 0.2
C -0.9 -0.2 -0.4
C 0.0 0.3 -0.3
C 0.0 0.1 0.0
C 0.0 0.0 0.0
H 0.0 -0.2 0.0
H 0.2 -0.2 0.0
H -0.1 0.1 0.0
H 0.1 0.1 0.2
H 0.2 0.0 0.0
H -0.1 0.1 -0.1
H -0.1 -0.1 0.2

---

Formula: CH4N2O3
Source: OMol25
Level of theory: the ωB97M-V functional and the def2-TZVPD basis

**2S+1**: 1
**SMILES string**: NOC[N+](=O)[O-]
**Charge**: 0
**Lowest unoccupied orbital energy**: -0.043 eV

Last column: natural (NBO) charge in e.
Cartesian coordinates (Å):
O -1.341 -0.644 0.905  -0.402
O -2.352 0.653 -0.416  -0.339
O 0.742 -0.501 -0.790  -0.388
N -1.367 0.216 0.061  0.513
N 1.455 -1.179 0.188  -0.460
C -0.070 0.639 -0.423  0.003
H 2.048 -0.383 0.491  0.317
H 0.319 1.432 0.401  0.198
H -0.227 1.086 -1.327  0.213
H 0.794 -1.318 0.910  0.345

Forces on the atoms, in the same order (eV/Å):
O 0.2 -0.8 1.2
O -1.9 1.5 -1.2
O -1.9 1.7 -1.2
N 0.5 -1.7 0.8
N 1.6 1.7 0.3
C 3.0 -0.1 2.3
H 0.3 -1.2 0.5
H -0.4 -2.1 -1.8
H -0.4 1.5 -2.2
H -0.8 -0.6 1.3

---

Formula: C5H8N2
Source: OMol25
Level of theory: the ωB97M-V functional and the def2-TZVPD basis

**2S+1**: 1
**Charge**: 0
**Lowest unoccupied orbital energy**: 0.737 eV

Last column: natural (NBO) charge in e.
Cartesian coordinates (Å):
N 1.514 1.858 0.802  -0.393
N -0.809 -1.274 -0.911  -0.585
C 1.386 -0.259 -0.419  -0.496
C -0.692 1.211 0.071  -0.639
C -0.737 -1.393 0.544  -0.251
C 1.926 0.871 0.340  0.321
C -0.136 -0.213 -0.136  0.067
H 1.826 -1.226 -0.166  0.248
H -0.878 1.668 -0.915  0.207
H 0.112 2.069 0.768  0.306
H -1.650 -1.238 1.116  0.197
H -1.741 -0.992 -1.202  0.358
H -0.104 -2.199 0.915  0.193
H -1.598 1.190 0.672  0.214
H 1.583 -0.072 -1.480  0.253

Forces on the atoms, in the same order (eV/Å):
N 3.3 0.0 0.6
N -0.1 0.5 -0.1
C 0.1 -0.1 -0.1
C 0.2 0.9 0.7
C 0.1 0.0 0.3
C -0.6 0.5 0.1
C 0.2 0.5 0.4
H -0.1 0.1 0.0
H 0.0 0.0 0.4
H -2.9 -2.7 -2.1
H 0.2 0.0 -0.1
H 0.1 0.1 0.1
H -0.1 0.2 -0.1
H -0.3 -0.1 -0.2
H -0.1 -0.1 0.1

---

Formula: C31H24F5NO6Sm
Source: OMol25
Level of theory: the ωB97M-V functional and the def2-TZVPD basis

**2S+1**: 6
**Charge**: -1
**Lowest unoccupied orbital energy (alpha / beta)**: 2.482 / 2.482 eV
**Expectation value of S²**: 8.758

Last column: natural (NBO) charge in e.
Cartesian coordinates (Å):
Sm -0.152 -0.524 -0.353  1.837
F -1.604 -2.118 0.615  -0.396
F -0.921 -4.551 0.326  -0.328
F -0.616 -4.092 -1.793  -0.335
F -1.711 -1.832 -1.584  -0.410
F -2.435 -5.000 -1.134  -0.344
O 1.622 -0.090 1.104  -0.694
O 1.022 -2.408 -0.237  -0.731
O 1.405 -1.096 -1.975  -0.713
O 4.538 -6.137 -1.092  -0.497
O 6.281 -5.134 -2.221  -0.488
O -0.476 0.053 1.794  -0.723
N -2.442 0.770 -0.193  -0.475
C -0.662 3.929 0.352  -0.249
C 1.716 -1.484 5.391  -0.229
C 1.290 2.519 -0.972  -0.226
C 3.051 -4.161 -1.091  -0.239
C 2.297 -0.414 7.592  -0.622
C 5.195 -2.924 -2.478  -0.268
C 4.016 -2.230 -2.202  -0.164
C -2.247 -2.725 -0.542  0.178
C 0.761 -0.070 2.016  0.769
C 2.970 -2.832 -1.522  -0.143
C 1.319 0.994 4.199  0.018
C -1.515 -4.066 -0.780  0.863
C 0.590 4.494 0.201  -0.234
C 5.834 -6.346 -1.627  0.240
C 1.227 -2.703 3.247  -0.630
C 1.717 -2.061 -1.227  0.785
C 4.207 -4.833 -1.387  0.280
C -3.419 2.900 0.220  -0.258
C 1.570 3.787 -0.484  -0.230
C 1.669 0.901 5.539  -0.232
C 1.183 -0.181 3.459  -0.072
C 0.041 1.883 -0.843  -0.436
C 5.256 -4.231 -2.064  0.222
C -4.793 0.952 0.208  -0.283
C 1.873 -0.332 6.148  -0.016
C 1.372 -1.432 4.043  0.018
C 1.083 2.326 3.536  -0.649
C -3.649 0.223 -0.064  0.065
C -4.670 2.327 0.341  -0.161
C -0.936 2.659 -0.168  -0.036
C -2.300 2.098 -0.032  0.227
H 1.120 3.136 4.264  0.204
H 0.112 2.336 3.038  0.240
H 2.207 -3.064 2.926  0.222
H 2.084 1.988 -1.494  0.194
H 1.960 0.457 8.154  0.208
H 1.901 -1.309 8.073  0.209
H 1.830 2.516 2.761  0.234
H 1.845 -2.453 5.865  0.195
H 0.761 -3.482 3.852  0.210
H 3.901 -1.200 -2.512  0.235
H 6.026 -2.457 -2.990  0.222
H 2.554 4.227 -0.609  0.194
H -3.706 -0.855 -0.190  0.228
H 0.630 -2.560 2.351  0.238
H 2.235 -4.619 -0.548  0.254
H 0.801 5.472 0.618  0.194
H 5.798 -7.134 -2.387  0.150
H 1.765 1.810 6.127  0.194
H 6.521 -6.637 -0.826  0.152
H -5.749 0.454 0.293  0.213
H -1.414 4.475 0.912  0.191
H 3.387 -0.453 7.658  0.212
H -3.311 3.972 0.294  0.211
H -5.535 2.952 0.527  0.204

Forces on the atoms, in the same order (eV/Å):
Sm -1.8 2.0 -1.4
F -0.3 -0.7 0.0
F 0.1 0.1 -0.1
F 0.1 0.1 0.2
F -0.2 -0.5 -0.1
F -0.1 0.1 0.0
O 0.2 0.1 0.3
O 0.7 -1.4 0.1
O 0.5 0.0 -0.3
O -0.1 0.1 0.0
O 0.0 0.2 0.0
O -0.1 0.2 0.9
N 0.0 0.2 0.1
C -0.1 0.0 0.0
C -0.1 0.0 0.0
C -0.1 -0.2 -0.2
C 0.1 -0.1 0.1
C 0.0 0.0 -0.1
C 0.2 -0.1 0.0
C -0.1 0.1 0.0
C -0.5 0.0 0.0
C 0.5 0.4 1.3
C -0.1 0.0 0.0
C 0.0 0.0 -0.1
C -0.1 -0.2 -0.1
C 0.0 0.0 0.0
C 0.1 -0.3 0.0
C 0.0 0.1 0.1
C 1.0 -0.7 -0.6
C 0.1 0.1 -0.1
C 0.0 0.0 0.0
C 0.1 0.1 0.0
C 0.0 0.0 0.0
C 0.1 -0.1 0.0
C 0.0 0.9 0.3
C -0.1 -0.1 0.1
C 0.0 0.1 0.0
C 0.0 0.0 0.0
C 0.0 0.1 0.0
C 0.0 -0.1 0.0
C -0.1 -0.2 0.0
C 0.1 -0.1 0.0
C 0.3 -0.1 -0.3
C -0.3 0.0 0.0
H 0.0 0.0 0.0
H 0.0 0.1 0.0
H 0.0 0.0 0.0
H 0.1 0.0 0.1
H 0.0 0.0 0.0
H 0.0 0.0 0.0
H 0.0 0.0 0.0
H 0.0 0.0 0.0
H 0.0 0.0 0.0
H 0.0 0.0 0.0
H 0.0 0.0 0.0
H 0.0 0.0 0.0
H 0.1 0.0 0.0
H -0.1 -0.1 0.0
H 0.0 0.0 0.0
H 0.0 0.0 0.0
H -0.1 0.1 0.0
H 0.0 0.0 0.0
H 0.0 0.1 0.0
H 0.0 0.0 0.0
H 0.0 0.0 0.0
H 0.0 0.0 0.1
H 0.0 0.0 0.0
H 0.0 0.0 0.0

---

Formula: C6H7N3O4
Source: OMol25
Level of theory: the ωB97M-V functional and the def2-TZVPD basis

**2S+1**: 1
**Charge**: 0
**Lowest unoccupied orbital energy (alpha / beta)**: -2.889 / -2.888 eV

Last column: natural (NBO) charge in e.
Cartesian coordinates (Å):
O -0.731 -1.930 0.276  -0.441
O -1.807 3.940 1.125  -0.369
O -2.159 1.871 1.628  -0.436
O 1.314 -2.431 -0.561  -0.484
N 0.676 3.200 0.097  -0.412
N -1.474 2.773 1.163  0.510
N 0.189 1.102 0.703  -0.495
C -0.653 -2.689 -1.959  -0.732
C -0.224 2.407 0.647  0.268
C 1.714 2.418 -0.223  -0.113
C 0.139 -2.372 -0.747  0.807
C -0.255 -1.515 1.402  0.390
C 1.414 1.114 0.152  -0.132
H -0.974 -1.134 2.107  0.240
H -0.936 -1.755 -2.444  0.278
H 2.592 2.821 -0.686  0.199
H 0.808 -1.550 1.600  0.223
H 1.997 0.220 0.053  0.185
H -1.567 -3.207 -1.681  0.255
H -0.063 -3.283 -2.651  0.260

Forces on the atoms, in the same order (eV/Å):
O -0.6 0.5 2.0
O 0.0 0.1 0.0
O -0.4 -0.2 0.2
O -1.0 0.1 0.0
N -0.5 1.1 0.0
N -0.6 0.4 0.2
N -0.5 -1.0 0.4
C -0.1 0.0 0.0
C 1.9 -1.8 -0.4
C -0.3 -0.3 0.2
C 1.9 -0.4 -0.9
C -0.2 1.7 -1.7
C 0.1 0.3 -0.1
H -0.2 -0.1 0.1
H 0.0 0.1 0.0
H 0.2 0.0 -0.1
H 0.1 -0.2 -0.1
H 0.2 -0.2 0.0
H -0.1 0.0 0.0
H 0.1 0.0 0.1

---

For reference, relative energy (zero: lowest compared OMol25 entry of this formula, charge and spin) by record: 25.3; 78.1; 86.4; 22.0; 157.0 kcal/mol.
For reference, F_max by record: 0.021; 0.073; 0.087; 0.058; 0.052 hartree/bohr.
For reference, DFT total energy by record: -7798.5493; -10219.0391; -8291.2496; -77807.7096; -18989.4306 eV.